87
Properties=species:S:1:pos:R:3:lowdin_charge:R:1 method="wB97M-V/def2-TZVPD" e_lumo_ev=1.894 homo_energy_ev=-4.2 total_charge=-1 spin_multiplicity=1 e_above_lowest_ev=1.252
N 0.981 -9.836 -9.854 -0.077
C -2.471 -21.737 -9.295 -0.047
C -1.433 -22.792 -9.664 -0.064
C -6.584 -15.412 -13.246 -0.064
C -2.334 -18.441 -6.212 -0.121
H -5.138 -14.749 -10.361 0.120
Br 0.816 -14.044 -17.909 0.674
C -2.990 -20.770 -10.076 -0.026
H -1.476 -23.659 -8.965 0.102
N -0.565 -19.391 -12.316 -0.112
C -7.596 -16.448 -11.380 -0.114
C -1.010 -20.619 -11.676 -0.131
H -1.329 -20.024 -5.367 0.068
C -2.518 -20.648 -11.437 -0.259
C 0.243 -11.060 -10.166 -0.859
H 0.932 -21.363 -11.708 0.147
C -4.717 -20.184 -12.356 -0.180
N -2.519 -16.581 -9.300 -0.034
H -3.594 -15.985 -16.105 0.101
H -0.726 -17.278 -12.086 0.120
H 1.502 -9.332 -11.684 0.040
H -5.056 -20.671 -13.260 0.114
H 2.233 -16.904 -9.650 0.110
O -1.018 -20.277 -14.222 -0.070
C -0.111 -21.519 -11.285 -0.023
C -3.818 -16.091 -9.145 -0.279
C -2.721 -17.453 -7.099 -0.055
H -4.590 -16.819 -8.716 0.116
O 0.464 -11.522 -11.279 -0.134
H 0.784 -19.774 -6.355 0.087
C -0.391 -22.697 -10.514 -0.097
H 0.490 -9.200 -9.195 0.108
C 0.069 -14.981 -15.425 -0.178
H -6.614 -14.989 -14.254 0.117
C -2.094 -15.613 -14.543 -0.268
C 0.014 -19.094 -6.670 -0.118
H 1.663 -18.128 -11.896 0.112
H 1.059 -14.683 -15.077 0.110
C -0.743 -15.400 -14.382 -0.041
C -1.193 -19.201 -6.022 -0.173
H -4.544 -14.932 -14.439 0.127
O -0.433 -11.550 -9.207 -0.318
C 1.023 -18.056 -11.012 -0.156
H -5.209 -20.533 -11.454 0.106
C -6.468 -16.870 -10.854 -0.089
C -4.213 -15.587 -13.593 -0.159
H -3.323 -17.423 -11.625 0.105
C -0.430 -14.774 -16.644 -0.689
C -0.427 -18.188 -11.511 -0.140
H 1.404 -15.898 -10.771 0.073
N -2.938 -15.862 -13.430 0.084
N 1.841 -9.090 -10.764 -0.018
H -8.515 -16.665 -10.829 0.114
C 0.418 -18.257 -7.729 -0.040
C -1.956 -17.099 -8.251 -0.229
Cs -1.201 -13.867 -10.329 1.188
N -0.827 -19.240 -13.586 -0.036
H -0.378 -15.323 -13.365 0.090
H -1.060 -18.462 -10.661 0.106
N -3.255 -20.358 -12.417 0.119
H -3.695 -15.152 -11.131 0.052
H 1.469 -18.187 -8.062 0.089
C -5.329 -15.908 -12.799 -0.167
C -1.760 -15.198 -16.906 -0.106
H -3.781 -15.245 -8.453 0.126
C -4.949 -18.699 -12.562 -0.151
H -6.548 -17.072 -9.816 0.108
H 2.716 -9.658 -10.761 0.069
H -4.646 -18.386 -13.558 0.117
C -0.389 -17.272 -8.434 -0.235
H -3.822 -20.113 -9.676 0.127
C -4.453 -15.533 -10.448 -0.099
H -4.432 -18.252 -10.512 0.118
H -3.731 -17.140 -7.113 0.054
C -4.347 -17.770 -11.510 -0.117
H -8.741 -15.556 -13.014 0.085
H -3.059 -18.793 -5.452 0.101
H 0.277 -23.558 -10.515 0.102
N -5.126 -16.499 -11.371 -0.144
H -6.025 -18.504 -12.637 0.114
H 1.213 -18.940 -10.370 0.100
C -7.747 -15.727 -12.605 -0.125
H -2.912 -21.879 -8.335 0.084
H -2.167 -15.129 -17.949 0.114
N 0.054 -16.427 -9.346 -0.091
C -2.581 -15.664 -15.891 -0.029
C 1.234 -16.774 -10.170 -0.252

***

89
Properties=species:S:1:pos:R:3:lowdin_charge:R:1 method="wB97M-V/def2-TZVPD" e_lumo_ev=3.677 homo_energy_ev=-1.3 total_charge=-2 spin_multiplicity=1 e_above_lowest_ev=1.448
H 1.611 -1.892 -6.479 0.090
S -0.160 3.008 -0.381 0.475
H 5.396 6.504 -0.446 0.069
Cl -4.289 -0.083 -2.075 0.510
C 3.624 3.915 0.823 -0.043
H -0.696 5.035 4.198 0.096
H 5.159 6.478 1.302 0.076
C -0.671 2.962 4.790 -0.110
C 1.622 5.080 -0.685 -0.051
C -2.037 -6.287 -0.665 -0.043
C 5.175 5.856 0.403 -0.066
C 2.843 5.722 -0.540 -0.049
N -0.344 1.973 0.791 -0.216
C 2.312 -0.957 -2.781 -0.158
C 0.983 -6.465 -2.813 -0.125
C -0.486 -4.569 -1.380 -0.157
H 0.181 -3.063 3.423 -0.016
C 2.408 3.266 0.674 -0.058
N -1.199 -3.634 -0.713 0.097
H -2.846 -3.195 0.405 0.082
H -5.762 -0.384 0.472 -0.017
N 2.592 -0.682 -1.484 0.104
O -3.561 -1.197 -1.526 -0.622
H 1.654 0.310 2.464 -0.039
N 1.025 -2.836 -2.044 0.053
H -3.665 -5.544 0.515 0.092
C 1.578 -2.173 -3.072 -0.248
H -2.351 -7.326 -0.646 0.101
C -5.346 -0.900 1.336 -0.331
C 3.340 1.126 -3.473 -0.032
Cs -1.393 0.193 -1.214 1.200
O 0.056 2.272 -1.607 -0.575
C -0.273 -2.298 2.793 -0.483
H 3.397 0.639 -0.152 0.072
H -4.408 -0.536 4.240 -0.011
H 3.082 -0.364 1.614 -0.036
H 1.576 -7.184 -3.370 0.088
H 2.528 -1.098 3.122 -0.012
C 2.702 -0.081 -3.835 -0.174
C 1.361 -5.125 -2.847 -0.057
C 1.401 -2.475 -4.438 -0.052
H 0.858 -3.371 -4.706 0.095
O -5.665 -0.427 -2.252 -0.337
O -3.697 0.286 -3.325 -0.382
C 0.668 -4.130 -2.137 -0.252
Sb -3.351 -0.168 1.724 1.264
H -0.413 -7.935 -2.082 0.085
H -5.312 -1.967 1.117 -0.005
H 2.226 2.305 1.139 0.099
H -3.472 -1.977 3.789 -0.010
H 0.823 5.525 -1.266 0.114
N -0.537 1.376 2.992 0.094
C -0.114 -6.893 -2.099 -0.102
Te 0.923 -1.896 1.051 1.166
H 2.233 -4.837 -3.421 0.099
H 4.406 3.452 1.415 0.112
H -1.250 -2.643 2.456 -0.043
H 3.616 1.825 -4.255 0.106
H 4.034 2.331 -1.838 0.092
H 2.749 0.259 -5.968 0.087
C 3.192 0.448 -1.200 -0.162
C -0.642 4.003 3.867 -0.098
C -0.869 -5.942 -1.383 -0.177
H 3.009 6.679 -1.021 0.104
C 3.576 1.403 -2.157 -0.067
H -0.566 4.522 1.793 0.090
H -0.740 3.137 5.855 0.081
C -0.553 3.726 2.522 -0.030
C 1.819 -1.616 -5.450 -0.122
H -0.651 0.824 4.955 0.095
C 1.409 3.851 -0.087 -0.255
C -0.488 2.377 2.082 -0.429
H -4.956 1.762 2.769 -0.002
H -3.264 2.310 2.853 -0.018
C -2.755 -5.315 -0.025 -0.069
C 3.860 5.147 0.217 -0.288
H -0.393 -1.367 3.343 -0.033
H -5.977 -0.730 2.211 -0.008
H 5.994 5.144 0.510 0.071
C -3.479 -0.886 3.783 -0.341
C -2.290 -3.992 -0.083 -0.157
C -4.009 1.817 2.229 -0.310
O -4.172 1.021 -1.161 -0.486
H -4.142 2.385 1.310 0.000
C 2.452 -0.424 -5.179 -0.099
C -0.620 1.677 4.279 -0.185
C 2.201 -0.595 2.211 -0.458
O -1.157 4.056 -0.448 -0.322
H -2.635 -0.529 4.370 -0.032

***

82
Properties=species:S:1:pos:R:3:lowdin_charge:R:1 method="wB97M-V/def2-TZVPD" e_lumo_ev=-1.820 homo_energy_ev=-4.9 total_charge=0 spin_multiplicity=1
O -1.094 -1.451 2.768 -0.008
O -3.819 -5.450 -1.524 -0.119
H 7.157 0.886 -2.038 0.094
O -3.736 1.766 -5.183 -0.098
H 4.568 -0.458 1.581 0.074
C 0.643 2.184 -0.049 -0.114
H -4.376 -6.808 -0.004 0.090
H -0.781 3.405 1.204 0.139
H -4.492 2.279 1.951 0.098
N 1.322 3.812 1.391 -0.070
C -3.821 1.307 -1.082 -0.162
H 2.175 -0.949 6.047 0.072
H -0.197 -2.804 -1.786 0.086
H -5.540 -5.463 -0.297 0.085
O 1.100 -1.827 3.020 -0.015
C -2.036 -3.443 1.011 -0.033
H 2.790 0.897 -1.585 0.129
H -1.946 -4.222 -2.780 0.106
H 0.315 -2.228 4.908 0.127
H 0.311 0.835 -1.682 0.141
C 4.779 3.082 0.204 0.000
C -2.497 1.780 -5.931 -0.059
C -0.977 -3.212 -1.154 -0.028
C -3.691 1.600 -3.834 -0.255
H -1.504 1.450 -3.588 0.112
N -3.606 1.317 0.294 -0.068
H 5.823 3.388 0.300 0.107
C -1.554 1.244 -0.670 -0.126
C 4.739 -1.457 1.169 -0.073
C 2.098 2.294 -0.116 -0.100
C 0.872 -1.430 4.399 -0.228
C 0.143 -2.252 0.864 -0.049
H -2.815 1.894 -6.971 0.092
H -5.959 1.547 -1.254 0.104
C -1.955 -4.001 -1.715 -0.023
H 0.273 -0.514 4.421 0.113
H -2.091 -3.180 2.059 0.091
C -2.265 1.274 0.543 0.036
C 3.793 3.708 0.970 -0.002
C 6.717 1.591 -1.330 -0.055
C 3.059 1.668 -0.871 0.070
H -5.838 1.749 -3.761 0.118
C -4.829 -6.158 -0.766 -0.076
H 2.335 5.215 2.522 0.079
C -2.483 1.430 -3.104 0.051
O 5.330 1.189 -1.255 -0.101
H 4.035 4.493 1.684 0.105
H 2.738 -0.401 4.466 0.075
C 1.303 4.912 2.339 0.004
C 4.419 2.012 -0.662 -0.251
C -5.011 1.492 -1.778 -0.001
C -3.019 -4.256 0.468 -0.038
H 7.198 1.487 -0.348 0.095
C -2.561 1.258 -1.733 -0.097
C 3.700 -1.742 0.128 -0.222
O 2.455 -1.743 0.882 -0.032
H -1.869 2.631 -5.630 0.094
H 5.750 -1.491 0.762 0.071
H -1.859 1.293 1.551 0.144
C -2.972 -4.585 -0.910 -0.299
H 0.741 5.768 1.942 0.103
C -4.642 1.395 1.314 0.007
C -0.154 1.350 -0.843 0.120
C -4.945 1.616 -3.159 0.007
H -1.950 0.835 -5.800 0.097
C 1.388 -2.033 0.111 -0.461
H -5.614 1.458 0.818 0.081
C -0.934 -2.932 0.252 -0.176
C -0.014 -1.822 2.274 -0.451
C 2.478 3.308 0.796 -0.169
O 1.529 -2.073 -1.116 -0.003
H 6.821 2.619 -1.706 0.095
H -5.335 -6.762 -1.524 0.084
H 3.662 -0.964 -0.646 0.090
C 2.233 -1.217 4.990 -0.081
H 3.833 -2.717 -0.361 0.130
H 0.841 4.609 3.286 0.103
H -4.610 0.502 1.955 0.108
H -3.810 -4.627 1.121 0.095
H 4.663 -2.189 1.976 0.081
C 0.230 3.149 0.906 0.061
H 2.844 -2.117 4.899 0.078

***

92
Properties=species:S:1:pos:R:3:lowdin_charge:R:1 method="wB97M-V/def2-TZVPD" e_lumo_ev=1.778 homo_energy_ev=-3.4 total_charge=-1 spin_multiplicity=1 e_above_lowest_ev=0.309
N -0.055 -2.792 -2.432 -0.270
H 1.086 -4.243 -3.489 0.083
H -5.379 1.912 -3.045 0.081
H 0.991 3.026 1.959 0.089
C -3.506 0.701 -3.184 -0.178
H -0.605 -0.049 7.334 0.100
C 1.995 1.883 -4.338 -0.081
H -1.104 4.838 2.060 0.078
C -0.434 1.587 4.370 -0.056
F -5.130 -2.638 -1.304 0.035
B -0.855 2.993 -2.268 -0.517
S -0.400 -2.195 2.921 1.006
C -3.411 2.785 -2.535 -0.111
H -0.431 2.590 3.966 0.096
N 0.347 2.712 0.001 0.071
C -0.400 0.500 3.506 -0.049
C -1.318 4.156 -0.025 -0.109
C -0.458 -2.029 -3.604 -0.085
C 0.979 2.753 -4.014 -0.101
C 2.415 -1.972 3.618 -0.219
H 0.675 3.676 -4.480 0.106
C 0.272 3.288 1.195 -0.201
C -5.699 -0.806 0.017 -0.248
H 5.951 -1.041 0.131 0.103
C -0.545 0.101 6.263 -0.089
H 4.437 -2.359 1.397 0.085
F -6.991 -1.167 -0.161 0.053
C 1.184 -3.490 -2.685 -0.127
F -1.816 0.355 0.465 0.024
H 2.218 -1.232 4.394 0.104
H -0.362 0.637 2.432 0.100
S 3.103 -1.508 -0.434 0.989
C 6.173 1.091 0.207 -0.095
C 1.218 -2.914 3.503 -0.306
H -1.233 -4.514 -2.779 0.115
H -0.960 4.084 -2.780 0.110
H 1.399 -3.706 2.775 0.078
C -0.429 -0.775 4.038 -0.376
H -3.571 3.814 -2.252 0.104
N 0.330 2.272 -2.933 -0.031
N -2.178 2.238 -2.535 -0.041
C 3.369 -2.179 1.267 -0.297
H -1.320 -1.411 -3.369 0.056
H 6.102 3.235 0.205 0.098
C -5.439 0.322 0.776 0.012
H 2.705 1.963 -5.145 0.077
H 3.490 -0.444 2.532 0.120
H -3.041 -3.879 -1.225 0.110
C -0.534 -0.987 5.406 -0.101
H -2.138 4.706 -0.456 0.107
N -0.626 3.250 -0.744 -0.033
H 7.233 1.048 0.422 0.098
H 3.277 -2.561 3.952 0.114
C -2.436 -3.098 -1.705 -0.249
H 2.508 0.000 -3.237 0.093
H 3.669 3.325 -0.300 0.110
N -2.270 -1.931 -0.876 0.013
C 4.088 -0.011 -0.203 -0.374
H 1.519 -4.002 -1.778 0.077
C 4.176 2.374 -0.193 -0.054
C -3.318 -1.279 -0.427 -0.219
C -4.717 -1.572 -0.559 -0.146
H 0.346 -1.351 -3.887 0.068
H -2.940 -2.858 -2.653 0.105
H -0.690 -2.685 -4.464 0.090
N -2.230 0.958 -2.935 0.080
H 2.851 -3.139 1.248 0.082
H -0.608 -1.996 5.797 0.107
H -0.503 2.240 6.411 0.100
H -3.808 -0.280 -3.521 0.097
C -4.310 1.826 -2.945 -0.082
Na -0.353 -0.726 -0.703 0.222
F -3.772 1.771 1.596 0.062
C 5.451 -0.082 0.051 -0.101
H 2.380 1.243 -0.567 0.075
H 1.954 -2.772 -2.975 0.066
C 1.886 0.874 -3.369 -0.193
C -0.780 4.215 1.243 -0.089
O -0.171 -1.700 1.555 -0.500
C -0.490 1.389 5.742 -0.084
O 1.690 -1.098 -0.468 -0.526
H 0.995 -3.390 4.461 0.079
H -6.225 0.901 1.233 0.111
C -1.080 -3.731 -2.008 -0.212
H -0.715 -4.222 -1.099 0.115
C -4.099 0.662 0.897 -0.243
C 2.781 -1.245 2.315 -0.231
C -3.105 -0.080 0.327 -0.141
C 3.443 1.204 -0.344 -0.065
N 0.886 1.111 -2.533 0.080
H 1.887 -0.790 1.891 0.086
C 5.533 2.321 0.087 -0.089